This record from the Open Molecules 2025 dataset describes a 2-piece molecular cluster, C6H18Si2 overall in a non-equilibrium geometry. The level of theory is ωB97M-V/def2-TZVPD.

Last column: natural (NBO) charge in e.
Atoms and positions in Å:
C1 3.10675 1.98118 -1.47204  -0.623
C2 2.68366 2.30783 -0.04888  -0.394
C3 1.71999 1.09968 0.39081  -0.804
Si1 0.15772 1.64718 1.41840  0.639
Si2 -1.86499 1.80135 0.24677  0.348
H1 3.70954 2.84796 -1.74761  0.218
H2 3.47241 0.93489 -1.61982  0.221
H3 2.18509 2.07737 -2.24976  0.198
H4 3.51776 2.24232 0.72316  0.206
H5 2.14941 3.33550 0.04906  0.200
H6 2.33111 0.59550 1.12282  0.238
H7 1.39795 0.59850 -0.53111  0.231
H8 -0.29214 0.65668 2.32889  -0.169
H9 0.78307 2.55040 2.45653  -0.132
H10 -2.17942 0.28611 -0.25764  -0.121
H11 -3.08887 2.47995 0.72021  -0.114
H12 -1.70135 2.41695 -1.11788  -0.142
C4 -1.21376 -4.25018 0.71699  -0.419
C5 -1.84946 -3.16478 0.39096  -0.171
C6 -2.66806 -2.79900 -0.84800  -0.636
H13 -0.68795 -4.17445 1.65197  0.198
H14 -1.27316 -5.27110 0.27940  0.202
H15 -1.92437 -2.28938 1.05196  0.193
H16 -1.93624 -2.54356 -1.73120  0.217
H17 -3.33503 -1.82006 -0.70198  0.214
H18 -3.19967 -3.54686 -1.22200  0.204

Forces on the atoms, in the same order (eV/Å):
-1.97 1.12 -1.64
-1.69 -0.67 1.36
-0.90 2.19 0.15
1.53 0.43 -0.15
-0.17 -1.03 -2.09
0.86 -0.75 -0.65
0.30 1.20 0.24
1.75 -0.29 2.01
-0.72 0.59 -1.32
1.10 -1.62 -0.32
-0.19 -1.20 -0.20
0.37 -0.52 0.63
-0.28 -1.37 0.73
-0.58 0.43 -0.59
0.32 1.62 1.00
0.09 -0.20 0.47
0.18 0.05 0.37
0.32 -1.78 0.81
-2.14 2.63 -1.28
2.84 4.74 0.07
0.25 -0.40 0.31
0.18 1.16 -0.20
0.93 -0.54 0.18
-1.16 -0.18 1.66
1.44 -2.32 -0.17
-2.67 -3.30 -1.40

Results
E_tot in eV: -22265.1909
HOMO in eV: -9.689
Largest force on an atom in eV/A: 5.5
SMILES: CCC[SiH2][SiH3].C=CC
Energy above the lowest of the compared OMol25 structures with the same formula, charge and spin in eV: 5.091
LUMO in Ha: 0.0274
HOMO-LUMO gap in eV: 10.434
Net charge: 0